Record 1
The following is a DFT calculation (ωB97M-V/def2-TZVPD) of 3 unconnected molecules or ions with the total composition C36H72BBrF9NO7PS.

## Properties
HOMO level (eV): -4.80
Kohn-Sham gap (eV): 7.16
LUMO (eV): 2.3579

```
! RIJCOSX wB97M-V def2-TZVPD def2/J DEFGRID3
* xyz -1 1
C 1.175 -4.325 1.659
C 0.144 -4.684 2.750
C -1.272 -4.168 2.462
C -1.535 -2.756 2.990
N -0.579 -1.806 2.452
P -1.089 -0.089 2.551
O -0.595 -0.057 4.216
B -1.857 -0.257 0.707
O -1.585 -1.291 -0.158
O -2.810 0.645 0.169
C -3.996 0.907 0.897
C -4.878 -0.328 1.076
O -1.375 1.629 2.602
C -0.373 2.510 2.098
C -0.860 2.936 0.687
C -0.672 4.373 0.161
C -0.567 4.362 -1.366
C -1.875 3.854 -2.010
C -0.386 3.716 3.047
C -1.803 4.277 3.249
C -2.531 3.701 4.449
Br -1.766 4.310 6.130
C 0.938 1.610 2.086
C 1.969 1.786 0.922
C 2.269 3.252 0.542
C 1.601 0.902 -0.296
C 2.488 -0.341 -0.449
C 1.795 -1.509 -1.179
S 1.977 1.941 3.645
O 1.304 1.796 4.900
O 2.742 3.151 3.439
C 3.254 0.504 3.735
F 3.043 -0.468 2.830
F 3.125 -0.026 4.956
C 4.730 0.969 3.584
F 4.891 1.733 2.489
F 5.072 1.692 4.666
C 5.729 -0.222 3.435
F 5.405 -1.237 4.251
F 5.696 -0.652 2.160
C 7.205 0.155 3.736
F 7.386 0.458 5.019
F 7.600 1.180 2.985
F 7.978 -0.899 3.450
O 0.552 0.303 2.083
H 0.670 -4.134 0.711
H 1.914 -5.119 1.538
H 1.687 -3.394 1.905
H 0.483 -4.260 3.700
H 0.115 -5.771 2.857
H -2.015 -4.850 2.893
H -1.443 -4.166 1.380
H -2.551 -2.476 2.687
H -1.521 -2.786 4.093
H 0.233 -1.826 3.065
H -2.459 -0.306 3.020
H -1.362 0.199 4.732
H -2.130 -1.155 -0.946
H -4.547 1.670 0.337
H -3.754 1.344 1.871
H -4.688 -0.814 2.035
H -5.935 -0.049 1.058
H -4.710 -1.043 0.270
H -0.513 2.241 -0.075
H -1.929 2.765 0.753
H -1.571 4.953 0.397
H 0.181 4.897 0.587
H 0.232 3.682 -1.675
H -0.293 5.349 -1.747
H -2.033 4.294 -2.995
H -2.716 4.089 -1.354
H -1.813 2.771 -2.126
H -0.015 3.428 4.029
H 0.282 4.509 2.706
H -1.717 5.357 3.405
H -2.426 4.141 2.362
H -3.570 4.026 4.467
H -2.508 2.615 4.444
H 2.923 1.393 1.268
H 3.349 3.407 0.493
H 1.851 3.510 -0.430
H 1.905 3.950 1.290
H 0.558 0.594 -0.272
H 1.723 1.521 -1.193
H 3.389 -0.060 -1.005
H 2.807 -0.690 0.530
H 2.242 -1.700 -2.158
H 0.724 -1.341 -1.287
H 1.901 -2.432 -0.605
C 4.776 -4.722 -1.376
C 4.535 -4.121 -2.756
C 3.735 -5.030 -3.687
C 4.402 -6.368 -4.011
C 5.790 -6.258 -4.641
C 5.794 -5.534 -5.983
H 5.358 -5.645 -1.431
H 5.324 -4.028 -0.737
H 3.829 -4.949 -0.882
H 5.493 -3.858 -3.216
H 3.988 -3.183 -2.638
H 3.524 -4.491 -4.616
H 2.760 -5.230 -3.231
H 3.749 -6.927 -4.690
H 4.474 -6.970 -3.101
H 6.190 -7.266 -4.779
H 6.473 -5.753 -3.952
H 5.146 -6.043 -6.701
H 6.799 -5.498 -6.408
H 5.443 -4.506 -5.887
C -6.501 2.742 -1.422
C -5.769 1.801 -2.373
C -5.188 2.502 -3.600
C -6.211 3.167 -4.522
C -7.287 2.230 -5.069
C -6.729 1.099 -5.927
H -7.358 3.218 -1.901
H -6.871 2.204 -0.548
H -5.832 3.530 -1.069
H -6.441 0.994 -2.681
H -4.947 1.322 -1.833
H -4.599 1.778 -4.170
H -4.476 3.261 -3.262
H -5.677 3.623 -5.362
H -6.698 3.992 -3.993
H -7.989 2.818 -5.667
H -7.870 1.809 -4.245
H -6.173 1.496 -6.779
H -7.531 0.469 -6.316
H -6.055 0.457 -5.359
*
```

---

Record 2
The following is a DFT calculation (ωB97M-V/def2-TZVPD) of a molecular structure, C36H72BrN4O4 in a non-equilibrium geometry.

## Properties
HOMO level (eV): -16.92
Kohn-Sham gap (eV): 5.52
Relative energy (zero: lowest compared OMol25 entry of this formula, charge and spin) (eV): 22.105
LUMO (eV): -11.3966

```
! RIJCOSX wB97M-V def2-TZVPD def2/J DEFGRID3
* xyz 3 1
C 2.970 2.028 -2.967
C 2.113 1.319 -1.919
C 2.799 0.089 -1.168
C 3.949 0.553 -0.331
C 3.519 1.502 0.816
C 2.596 2.686 0.283
N 1.628 2.309 -0.869
O 0.703 3.332 -1.277
C 3.364 3.941 -0.111
C 1.681 2.929 1.599
C 0.898 0.726 -2.601
H 3.799 2.598 -2.546
H 2.500 2.799 -3.577
H 3.370 1.361 -3.731
H 2.965 -0.661 -1.941
H 2.175 -0.494 -0.491
H 4.583 1.132 -1.002
H 4.371 -0.420 -0.081
H 4.491 1.877 1.138
H 3.097 0.849 1.580
H 4.231 3.708 -0.730
H 3.839 4.360 0.775
H 2.751 4.727 -0.553
H 1.088 3.829 1.434
H 2.272 3.140 2.490
H 0.959 2.129 1.761
H 0.176 0.390 -1.856
H 1.004 -0.180 -3.198
H 0.433 1.521 -3.183
C 1.969 -1.867 1.869
C 1.557 -0.909 3.024
C 1.822 0.552 2.554
C 0.995 1.579 3.396
C -0.466 1.362 3.337
C -0.952 -0.089 3.659
N -0.022 -1.159 3.172
O -0.467 -2.508 3.314
C -2.367 -0.182 2.973
C -0.969 -0.027 5.201
C 2.371 -1.220 4.305
H 2.996 -1.661 1.569
H 1.340 -1.768 0.984
H 1.883 -2.948 1.984
H 1.503 0.620 1.514
H 2.878 0.809 2.633
H 1.211 2.570 2.995
H 1.289 1.743 4.433
H -0.740 1.462 2.287
H -0.938 2.152 3.921
H -2.989 -0.961 3.415
H -2.295 -0.449 1.919
H -2.823 0.805 3.055
H -0.088 0.316 5.743
H -1.185 -1.002 5.638
H -1.648 0.708 5.634
H 2.406 -0.428 5.053
H 3.371 -1.584 4.067
H 1.925 -2.118 4.733
C -0.418 -4.840 0.222
C -0.116 -3.585 -0.628
C 1.347 -3.213 -0.191
C 2.012 -2.279 -1.218
C 1.965 -2.799 -2.655
C 0.486 -3.061 -3.133
N -0.344 -3.837 -2.104
O -1.687 -4.169 -2.506
C 0.537 -3.823 -4.453
C -0.243 -1.719 -3.349
C -1.086 -2.496 -0.180
H -0.466 -4.705 1.302
H 0.253 -5.659 -0.040
H -1.451 -5.134 0.038
H 1.974 -4.100 -0.096
H 1.329 -2.822 0.826
H 3.043 -2.053 -0.947
H 1.500 -1.318 -1.168
H 2.547 -3.720 -2.680
H 2.486 -2.018 -3.208
H -0.413 -4.215 -4.815
H 1.217 -4.673 -4.390
H 0.758 -3.169 -5.296
H -0.290 -1.118 -2.441
H -1.268 -1.873 -3.688
H 0.181 -1.131 -4.163
H -0.896 -1.518 -0.623
H -1.147 -2.350 0.899
H -2.103 -2.807 -0.419
C -3.360 3.131 -2.461
C -2.499 2.407 -1.459
C -2.766 2.960 -0.035
C -3.972 2.373 0.666
C -3.836 0.859 0.775
C -3.822 0.221 -0.607
N -2.748 0.910 -1.451
O -2.353 0.201 -2.538
C -5.176 0.346 -1.283
C -3.445 -1.288 -0.410
C -1.030 2.600 -1.777
H -3.560 2.511 -3.335
H -2.786 3.914 -2.955
H -4.329 3.502 -2.126
H -2.836 4.047 -0.053
H -1.931 2.757 0.636
H -4.875 2.636 0.116
H -4.072 2.885 1.623
H -4.570 0.362 1.409
H -2.888 0.649 1.271
H -6.025 -0.114 -0.777
H -5.074 -0.072 -2.284
H -5.431 1.389 -1.469
H -2.540 -1.332 0.195
H -3.224 -1.865 -1.307
H -4.317 -1.775 0.027
H -0.797 2.400 -2.823
H -0.402 1.977 -1.139
H -0.647 3.617 -1.700
Br -0.283 0.115 0.250
*
```